A molecular structure, C31H34ClFeNOP. Source: OMol25; level of theory: the ωB97M-V functional and the def2-TZVPD basis.

Output
Charge ... +2
Gap between HOMO and LUMO (alpha / beta) ... 7.689 / 7.768 eV
E_HOMO (alpha / beta) ... -14.81 / -14.80 eV
2S+1 ... 2
E ... -3396.41935 a.u.
ΔE to the lowest compared entry with this formula, charge and spin ... 0.0 kcal/mol

Element x y z (Å)
Fe -0.1997 -0.4033 0.0181
C 1.9776 -2.6050 1.8319
C 1.2815 -2.1204 0.5902
C 1.9856 -1.2890 -0.3145
C 3.4053 -0.9202 -0.0030
C 1.3812 -0.9168 -1.5354
C 2.0255 0.0812 -2.4567
C 0.1716 -1.5416 -1.9330
C -0.3321 -1.3617 -3.3322
C -0.5452 -2.3674 -1.0258
C -1.8669 -2.9361 -1.4591
C 0.0296 -2.6889 0.2265
C -0.5522 -3.7388 1.1253
H 2.5523 -3.5004 1.5745
H 1.2881 -2.8755 2.6236
H 2.6783 -1.8748 2.2250
H 3.9782 -1.8471 0.0814
H 3.5004 -0.3928 0.9423
H 3.8583 -0.3188 -0.7819
H 2.6681 -0.4211 -3.1838
H 2.6281 0.7964 -1.9059
H 1.2689 0.6370 -3.0064
H -1.0321 -0.5271 -3.4017
H -0.8453 -2.2592 -3.6682
H 0.4923 -1.1706 -4.0137
H -1.7020 -3.8297 -2.0666
H -2.4158 -2.2152 -2.0612
H -2.4966 -3.2090 -0.6183
H 0.1499 -4.5762 1.1562
H -1.5054 -4.1160 0.7781
H -0.6654 -3.3840 2.1489
O 1.8229 1.3916 0.6429
N 0.4631 1.2675 0.8716
C -0.1161 2.2657 1.4173
C -1.5220 2.3886 1.7634
C -1.9733 3.6775 2.0330
C -3.3020 3.9050 2.3604
C -4.1742 2.8359 2.4459
C -3.7272 1.5390 2.2017
C -2.4094 1.3049 1.8509
P -1.7813 -0.3865 1.6779
C -1.1559 -0.7260 3.3378
C -2.0533 -0.9260 4.3919
C -1.5798 -1.0591 5.6856
C -0.2162 -0.9762 5.9424
C 0.6752 -0.7478 4.9057
C 0.2059 -0.6181 3.6064
C -3.2125 -1.4249 1.3340
C -4.1031 -1.0362 0.3270
C -5.1887 -1.8361 0.0149
C -5.3944 -3.0305 0.6945
C -4.5199 -3.4178 1.6999
C -3.4342 -2.6179 2.0244
H 2.0998 2.2902 0.8916
H 0.4969 3.1398 1.6374
H -1.2833 4.5106 1.9765
H -3.6467 4.9109 2.5543
H -5.2095 2.9995 2.7131
H -4.4232 0.7158 2.2910
H -3.1193 -0.9666 4.2077
H -2.2755 -1.2192 6.4981
H 0.1481 -1.0790 6.9557
H 1.7348 -0.6657 5.1089
H 0.9043 -0.4181 2.8048
H -3.9518 -0.1088 -0.2083
H -5.8779 -1.5252 -0.7587
H -6.2447 -3.6528 0.4493
H -4.6884 -4.3378 2.2435
H -2.7737 -2.9257 2.8229
Cl -1.6098 0.7420 -1.1705

=====

A molecular structure, C31H34N3O3Os. Source: OMol25; level of theory: the ωB97M-V functional and the def2-TZVPD basis.

Output
Charge ... +1
Gap between HOMO and LUMO ... 6.782 eV
E_HOMO ... -11.03 eV
E ... -1682.16926 a.u.
ΔE to the lowest compared entry with this formula, charge and spin ... 14.8 kcal/mol

Element x y z (Å)
Os 0.1765 -0.4124 0.6071
C -1.2748 1.8628 -0.8753
N -0.1138 1.4185 -0.0912
C 0.9209 2.2558 0.0557
C 2.0456 1.7859 0.6740
C 3.3265 2.2853 1.0078
C 4.0037 1.2429 1.5943
C 3.1278 0.1307 1.6057
N 1.9602 0.4552 1.0647
C -1.1280 1.6244 -2.3557
C -1.0740 2.6959 -3.2380
C -0.9456 2.4785 -4.6042
C -0.8674 1.1859 -5.0984
C -0.9294 0.1083 -4.2231
C -1.0673 0.3292 -2.8620
H -1.4169 2.9288 -0.6788
H -2.1534 1.3492 -0.4879
H 0.8432 3.2659 -0.3340
H 3.6915 3.2821 0.8205
H 5.0153 1.2427 1.9633
H 3.3285 -0.8672 1.9672
H -1.1313 3.7098 -2.8584
H -0.9037 3.3230 -5.2792
H -0.7649 1.0161 -6.1617
H -0.8765 -0.9047 -4.6013
H -1.1536 -0.5190 -2.1893
C -5.3035 0.8708 0.9472
C -4.1026 -0.0174 0.7890
C -4.0237 -0.9182 -0.2884
C -2.9663 -1.7857 -0.4424
C -2.9252 -2.7756 -1.5700
C -1.9242 -1.7669 0.5185
C -1.9718 -0.8097 1.5509
C -3.0516 0.0702 1.6821
N -0.7126 -0.5954 2.1846
C -0.3708 -0.4696 3.6310
C -1.6111 -0.8153 4.4533
C 0.0767 0.9625 3.9021
C 0.7344 -1.4796 3.9226
H -5.8829 0.9271 0.0277
H -5.0130 1.8811 1.2359
H -5.9570 0.4837 1.7310
H -4.8368 -0.9422 -1.0050
H -3.8369 -3.3719 -1.6017
H -2.0765 -3.4515 -1.4773
H -2.8430 -2.2542 -2.5260
H -1.2472 -2.6096 0.5706
H -3.0600 0.8189 2.4621
H -2.3563 -0.0213 4.4291
H -1.3080 -0.9503 5.4917
H -2.0719 -1.7451 4.1192
H -0.6865 1.6746 3.5833
H 1.0120 1.1973 3.3912
H 0.2346 1.0940 4.9732
H 0.3667 -2.5014 3.8214
H 1.0991 -1.3430 4.9411
H 1.5723 -1.3520 3.2415
O 5.1886 -2.1865 -0.4860
C 4.4100 -1.4263 -1.2620
C 5.0378 -0.5818 -2.1840
C 4.2886 0.2283 -3.0068
C 2.8907 0.2276 -2.9432
C 2.2753 -0.5965 -2.0316
C 3.0074 -1.4229 -1.1708
C 2.3488 -2.2217 -0.1280
O 2.9290 -3.0005 0.6029
O 1.0181 -2.0419 0.0068
H 4.6079 -2.7499 0.0662
H 6.1181 -0.5902 -2.2323
H 4.7925 0.8688 -3.7194
H 2.3020 0.8477 -3.6058
H 1.1898 -0.6322 -2.0170

=====

5 unconnected molecules or ions with the total composition C31H34N4O4. Source: OMol25; level of theory: the ωB97M-V functional and the def2-TZVPD basis.

Output
Charge ... 0
Gap between HOMO and LUMO ... 6.639 eV
E_HOMO ... -8.10 eV
E ... -1721.60301 a.u.
ΔE to the lowest compared entry with this formula, charge and spin ... 53.2 kcal/mol

Element x y z (Å)
O 2.1088 6.0575 3.0840
C 1.8562 5.0066 2.5836
O 1.7996 3.8420 3.2747
C 2.9257 2.9682 3.0894
C 2.9542 2.3049 1.7177
C 1.6834 1.5351 1.4050
C 1.6571 0.9313 -0.0092
C 1.9395 1.9286 -1.1024
C 1.2567 3.1508 -1.1595
C 1.5038 4.0705 -2.1642
C 2.4714 3.7890 -3.1205
C 3.1606 2.5761 -3.0779
C 2.8854 1.6484 -2.0837
C 4.1914 2.3042 -4.1221
O 4.4548 1.1875 -4.4996
C 4.8478 3.5177 -4.6901
C 4.1809 4.6737 -4.7329
C 2.7871 4.7380 -4.2188
O 1.9591 5.4898 -4.6849
H 1.6743 4.9168 1.5009
H 3.8418 3.5393 3.2478
H 2.8341 2.2153 3.8693
H 3.8173 1.6349 1.6976
H 3.1441 3.0760 0.9663
H 0.8011 2.1583 1.5552
H 1.6103 0.7002 2.1065
H 0.6865 0.4629 -0.1757
H 2.4277 0.1599 -0.0496
H 0.5066 3.3834 -0.4127
H 0.9537 5.0013 -2.2075
H 3.4160 0.7047 -2.0729
H 5.8563 3.4349 -5.0722
H 4.6256 5.5660 -5.1519
N -0.9479 6.1568 -4.6456
C -2.0881 5.8456 -5.3287
C -3.1479 6.4145 -4.6700
C -2.6218 7.0993 -3.5420
C -1.2621 6.9207 -3.5585
H -0.0133 5.8692 -4.8913
H -2.0522 5.2482 -6.2236
H -4.1820 6.3493 -4.9640
H -3.1754 7.6605 -2.8079
H -0.4949 7.2789 -2.8929
N -0.4383 -2.0621 -2.2323
C -1.1858 -2.2533 -1.1036
C -0.8117 -3.4497 -0.5534
C 0.2026 -4.0013 -1.3842
C 0.4100 -3.1203 -2.4114
H -0.5038 -1.2665 -2.8400
H -1.9161 -1.5273 -0.7897
H -1.2272 -3.8773 0.3426
H 0.7181 -4.9367 -1.2451
H 1.0846 -3.1567 -3.2492
N -2.1588 -4.6535 2.9099
C -3.3887 -5.1089 3.3055
C -3.9364 -4.1695 4.1376
C -3.0008 -3.1048 4.2457
C -1.9163 -3.4332 3.4767
H -1.5315 -5.1423 2.2982
H -3.7699 -6.0501 2.9492
H -4.8999 -4.2363 4.6138
H -3.1129 -2.2020 4.8218
H -0.9983 -2.9050 3.2845
N -3.0669 -8.2165 4.6578
C -4.2010 -8.7150 4.0771
C -4.3139 -10.0319 4.4357
C -3.2050 -10.3396 5.2694
C -2.4569 -9.1986 5.3876
H -2.7377 -7.2712 4.5704
H -4.8351 -8.0974 3.4646
H -5.1047 -10.6992 4.1372
H -2.9846 -11.2877 5.7301
H -1.5469 -9.0034 5.9282

=====

> Look up the ΔE to the lowest compared entry with this formula, charge and spin of the third one.

53.2 kcal/mol

=====

> Which of these has the lowest E?

C31H34ClFeNOP

=====

> Which value of charge does entry 1 give?

+2

=====

> Which of these has the lowest charge?

C31H34N4O4